a | Below is the molecule C4H2N2O, with properties calculated with ωB97M-V/def2-TZVPD.

```
9
Properties=species:S:1:pos:R:3
N -1.79 0.48 -0.15
C -1.02 -0.61 0.04
O -1.38 -1.76 0.14
C 0.36 -0.31 0.11
C 1.55 -0.41 0.13
C 2.73 0.20 -0.16
N 3.72 0.65 0.23
H -1.40 1.42 -0.18
H -2.77 0.33 -0.17
```

Multiplicity = 1
SMILES = N#CC#CC(N)=O
E_LUMO = -0.018 hartree
Orbital gap = 10.198 eV

***

b | Below is a cluster of 2 separate species, C4H2N2O in total, with properties calculated with ωB97M-V/def2-TZVPD.

```
9
Properties=species:S:1:pos:R:3
C 0.73 -1.38 2.63
C -1.02 -0.99 -1.02
C 0.55 1.07 -0.51
C -0.42 -0.02 -0.09
N 0.08 -0.89 1.78
N -1.36 -1.94 -1.62
O -0.57 1.30 0.29
H 1.42 1.39 0.04
H 0.59 1.45 -1.50
```

Multiplicity = 1
E_LUMO (alpha / beta) = -0.093 / -0.093 hartree
Orbital gap (alpha / beta) = 8.063 / 8.065 eV

***

Order of stability, best first: a, b

***

a | Below is the molecule HNO2, with properties calculated with ωB97M-V/def2-TZVPD.

```
4
Properties=species:S:1:pos:R:3
N 0.15 0.21 -0.50
O -0.54 -0.90 -0.12
O 0.64 -0.56 0.54
H -0.24 1.25 0.08
```

Multiplicity = 1
SMILES = [nH]1oo1
E_LUMO = 0.035 hartree
Orbital gap = 11.908 eV

***

b | Below is the molecule HNO2, with properties calculated with ωB97M-V/def2-TZVPD.

```
4
Properties=species:S:1:pos:R:3
H 0.70 1.01 0.17
N -0.07 -0.55 0.03
O -1.04 0.23 -0.02
O 1.01 0.12 -0.03
```

Multiplicity = 1
SMILES = O=NO
E_LUMO = -0.003 hartree
Orbital gap = 11.097 eV

***

Order of stability, best first: b, a

***

a | Below is a cluster of 3 separate species, CH10N3O2 in total, with properties calculated with ωB97M-V/def2-TZVPD.

```
16
Properties=species:S:1:pos:R:3
N -0.88 0.10 -0.60
C -0.37 -0.53 -1.65
N 0.81 -1.18 -1.52
N -0.94 -0.47 -2.84
H -0.37 0.24 0.28
H -1.88 0.08 -0.46
H 1.49 -1.11 -2.26
H 1.20 -1.05 -0.60
H -1.84 -0.02 -3.00
H -0.60 -1.12 -3.53
H 1.12 0.56 1.81
H 0.64 -0.81 2.15
O 0.93 -0.29 1.38
H 0.90 1.56 4.06
H -0.51 2.24 3.46
O 0.31 1.78 3.31
```

Multiplicity = 1
E_LUMO = -0.105 hartree
Charge = +1
Orbital gap = 12.341 eV

***

b | Below is a cluster of 3 separate species, CH10N3O2 in total, with properties calculated with ωB97M-V/def2-TZVPD.

```
16
Properties=species:S:1:pos:R:3
N 0.86 0.10 -0.13
C 0.92 1.38 -0.49
N -0.15 2.26 -0.47
N 2.19 1.79 -0.88
H -0.04 -0.36 0.14
H 1.55 -0.52 -0.61
H -0.14 3.25 -0.10
H -0.94 1.78 0.01
H 3.00 1.19 -1.21
H 2.28 2.79 -1.14
H -1.76 -1.20 0.29
H -1.20 -1.04 1.75
O -1.30 -0.58 0.88
H -2.41 -3.35 0.44
H -1.28 -4.18 0.75
O -1.58 -3.32 0.78
```

Multiplicity = 1
E_LUMO = -0.106 hartree
Charge = +1
Orbital gap = 11.884 eV

***

Order of stability, best first: a, b

***

a | Below is a structure of composition C4H7BrOS, with properties calculated with ωB97M-V/def2-TZVPD.

```
14
Properties=species:S:1:pos:R:3
C -0.71 0.87 -0.32
C -1.78 1.22 -1.00
C 0.28 -1.44 0.31
C -0.06 -0.39 -0.82
O -1.28 3.60 0.70
S -2.48 3.33 -0.40
Br -2.83 0.59 -2.43
H -0.20 1.28 0.50
H 0.52 -0.87 1.32
H 1.25 -2.07 0.09
H -0.62 -2.14 0.47
H -0.69 -1.06 -1.42
H 0.88 -0.14 -1.19
H -0.88 4.50 0.59
```

Multiplicity = 1
E_LUMO = 0.007 hartree
Orbital gap = 8.621 eV

***

b | Below is a cluster of 2 separate species, C4H7BrOS in total, with properties calculated with ωB97M-V/def2-TZVPD.

```
14
Properties=species:S:1:pos:R:3
C 0.80 1.09 -0.35
C 0.15 -0.08 -1.16
C 0.95 0.48 1.06
C -0.64 -0.72 0.02
O -0.12 -0.40 1.16
S -1.44 -2.33 -0.18
Br -3.08 0.76 -0.14
H 1.74 1.22 -0.87
H 0.20 1.97 -0.50
H -0.43 0.19 -2.06
H 0.85 -0.80 -1.43
H 1.87 -0.07 1.32
H 0.86 1.09 2.02
H -1.73 -2.40 1.11
```

Multiplicity = 1
E_LUMO (alpha / beta) = -0.027 / -0.027 hartree
Orbital gap (alpha / beta) = 7.394 / 7.394 eV

***

Order of stability, best first: b, a

***

a | Below is the ion C2H3N4O with charge -1, with properties calculated with ωB97M-V/def2-TZVPD.

```
10
Properties=species:S:1:pos:R:3
C 1.51 -1.00 -1.53
C 0.02 -0.11 0.14
N 1.83 -2.38 -2.00
N 1.09 -3.13 -1.40
N 0.44 -3.86 -0.83
N 0.58 -1.23 -0.63
O 2.05 -0.02 -2.03
H -0.30 -0.22 1.15
H 0.62 0.88 0.11
H -1.09 0.13 -0.17
```

Multiplicity = 1
SMILES = C[N-]C(=O)N=[N+]=[N-]
E_LUMO = 0.163 hartree
Charge = -1
Orbital gap = 8.045 eV

***

b | Below is the ion C2H3N4O with charge -1, with properties calculated with ωB97M-V/def2-TZVPD.

```
10
Properties=species:S:1:pos:R:3
C 1.05 0.41 2.09
C 0.07 -0.01 -0.21
N 1.70 -0.10 3.06
N 2.68 -0.37 3.69
N 1.30 -1.78 0.96
N 0.82 -0.68 1.00
O 0.45 1.47 2.01
H -0.19 -0.95 -0.85
H -0.75 0.63 0.11
H 0.68 0.65 -0.70
```

Multiplicity = 1
E_LUMO (alpha / beta) = 0.152 / 0.152 hartree
Charge = -1
Orbital gap (alpha / beta) = 5.884 / 5.885 eV

***

Order of stability, best first: a, b